[1]
Computed, not measured: a molecular structure, CHFeO2 in a non-equilibrium geometry, with ωB97M-V with the def2-TZVPD basis set.

```
5
Properties=species:S:1:pos:R:3:forces:R:3
C 0.56617 -1.32832 1.27190 -1.0 0.4 -0.1
O 0.19494 0.65327 -1.16649 -1.4 0.0 0.2
Fe -1.34202 0.47451 -0.27775 1.0 0.3 -0.9
H 1.03199 1.03322 -0.90412 0.3 0.2 0.0
O -0.45108 -0.83268 1.07645 1.0 -0.9 0.7
```
Positions in Å, forces in eV/Å.

As for the energy: -39525.577 eV. The multiplicity is 5. The calculation puts the highest occupied orbital energy (spin up / spin down) at -0.5992 / -0.6028 Ha. Its net charge is +1. The calculation puts the gap between HOMO and LUMO (spin up / spin down) at 9.660 / 9.486 eV. The value obtained for the energy relative to the best compared isomer or geometry (same formula, charge and spin) is 14.9 kJ/mol.

Löwdin population analysis, charges in e, atoms 1 to 4: 0.19, -0.31, 1.14, 0.03

[2]
Computed, not measured: a molecular structure, CHI2O2S in a non-equilibrium geometry, with ωB97M-V with the def2-TZVPD basis set.

```
7
Properties=species:S:1:pos:R:3:forces:R:3
S -0.55949 -0.77713 -1.13352 0.2 0.5 1.4
I 2.24199 1.07317 -0.35631 0.1 0.3 -0.2
O -1.25616 0.36324 -1.74764 -0.3 -0.4 -0.1
I 0.73146 -0.65935 2.29292 -0.1 0.0 -0.4
H -0.16091 1.26544 0.83752 -0.2 0.3 -0.6
C 0.36567 0.42384 0.39853 0.2 -1.3 0.5
O -1.36257 -1.68922 -0.29149 0.2 0.6 -0.7
```
Positions in Å, forces in eV/Å.

As for the energy: -32185.575 eV. The calculation puts the highest occupied orbital energy at -0.1560 Ha. Its net charge is -1. The calculation puts the gap between HOMO and LUMO at 7.114 eV. The value obtained for the energy relative to the best compared isomer or geometry (same formula, charge and spin) is 14.3 kJ/mol.

Löwdin population analysis, charges in e, atoms 1 to 4: 0.56, 0.54, -0.57, 0.47

[3]
Computed, not measured: a molecular structure, CHI2O2S2 in a non-equilibrium geometry, with ωB97M-V with the def2-TZVPD basis set.

```
8
Properties=species:S:1:pos:R:3:forces:R:3
C -0.81507 -0.35794 -0.14360 3.1 -1.0 -1.2
O 1.23844 1.15538 -0.98785 0.6 0.4 -1.1
O 1.67483 -0.55010 0.68852 2.1 -1.9 1.0
S 0.87222 0.50801 0.23172 -2.8 0.8 -0.1
I -1.57040 0.52242 -1.86687 -0.8 -0.2 0.0
S 0.29060 1.72701 1.59798 -0.2 0.8 0.8
H -1.36220 -0.43917 0.73410 -1.4 0.6 1.2
I -0.32842 -2.56561 -0.25399 -0.5 0.7 -0.4
```
Positions in Å, forces in eV/Å.

As for the energy: -43021.023 eV. The calculation puts the highest occupied orbital energy at -0.1717 Ha. Its net charge is -1. The calculation puts the gap between HOMO and LUMO at 7.362 eV. The value obtained for the energy relative to the best compared isomer or geometry (same formula, charge and spin) is 28.2 kJ/mol.

Löwdin population analysis, charges in e, atoms 1 to 4: -1.28, -0.52, -0.52, -0.14

[4]
Computed, not measured: a molecular structure, CHI3O2S in a non-equilibrium geometry, with ωB97M-V with the def2-TZVPD basis set.

```
8
Properties=species:S:1:pos:R:3:forces:R:3
I -0.14979 -1.05560 -2.22928 0.5 -0.5 -1.1
O 0.44360 0.18415 1.97349 0.1 -0.8 0.4
C -1.14227 -0.34641 -0.64880 1.2 -0.5 1.6
I -2.05287 -1.73727 0.64242 0.4 0.7 -0.3
S 0.74980 0.63986 0.65358 -1.3 1.3 0.1
H -1.74422 0.50469 -0.86769 -0.2 0.7 0.2
I 3.02058 -0.26995 -0.06030 -0.6 -0.1 -0.1
O 0.87517 2.08052 0.53658 -0.1 -0.9 -0.8
```
Positions in Å, forces in eV/Å.

As for the energy: -40282.572 eV. The calculation puts the highest occupied orbital energy (spin up / spin down) at -0.3407 / -0.3406 Ha. Its net charge is 0. The calculation puts the gap between HOMO and LUMO (spin up / spin down) at 6.561 / 6.556 eV. The value obtained for the energy relative to the best compared isomer or geometry (same formula, charge and spin) is 8.4 kJ/mol.

Löwdin population analysis, charges in e, atoms 1 to 4: 0.86, -0.48, -1.34, 0.83